1.
Here is 13 unconnected molecules or ions with the total composition C19H53F3N12O29P2Si in a non-equilibrium geometry from the Open Molecules 2025 dataset. Energies are from the ωB97M-V functional and the def2-TZVPD basis.

```
119
Properties=species:S:1:pos:R:3:mulliken_charge:R:1
C 2.83 -5.04 -1.10 -0.67
C 1.72 -4.33 -2.13 -0.48
P 2.55 -2.90 -3.12 0.18
C 1.66 -2.80 -4.84 -0.92
Si 2.23 -0.94 -2.17 0.03
O 3.44 0.16 -2.90 0.17
C 4.76 -0.48 -2.92 -0.56
C 5.89 0.73 -3.08 0.56
C 5.60 1.38 -4.59 -0.91
O 7.27 0.22 -2.95 -0.45
C 0.51 -0.19 -2.62 0.47
F 0.07 0.90 -1.68 0.01
F -0.58 -1.18 -2.79 -0.25
F 0.69 0.50 -3.95 -0.27
P 2.62 -0.91 -0.01 0.69
O 2.83 -2.33 0.66 -0.60
O 4.13 -0.02 0.25 -0.38
O 1.39 0.01 0.86 -0.35
H 3.31 -6.01 -1.55 0.29
H 2.36 -5.24 -0.05 0.25
H 3.69 -4.24 -0.94 0.14
H 0.75 -4.00 -1.56 0.28
H 1.44 -5.20 -2.90 0.36
H 2.39 -2.25 -5.58 0.28
H 0.67 -2.17 -4.81 0.17
H 1.38 -3.87 -5.25 0.36
H 5.00 -1.14 -1.98 0.24
H 4.77 -1.20 -3.88 0.14
H 5.60 1.56 -2.31 -0.20
H 6.61 1.79 -5.02 0.32
H 4.81 2.25 -4.42 0.15
H 5.13 0.52 -5.26 0.21
H 7.35 -0.18 -2.03 0.33
H 4.89 -0.66 0.41 0.29
H 1.73 0.96 0.79 0.29
C -2.15 -0.61 0.19 -0.76
N -3.22 -1.47 0.77 1.15
O -3.17 -1.69 1.98 -0.45
O -4.08 -1.90 -0.01 -0.70
H -1.47 -0.30 0.99 0.24
H -1.63 -1.20 -0.56 0.19
H -2.64 0.26 -0.26 0.24
C -3.07 0.31 4.52 -0.37
N -3.12 1.78 4.76 0.97
O -2.11 2.44 4.48 -0.61
O -4.17 2.23 5.23 -0.56
H -2.09 0.06 4.11 0.26
H -3.22 -0.19 5.47 0.37
H -3.86 0.07 3.81 -0.03
C -3.32 0.84 -3.76 -0.34
N -4.40 -0.04 -4.28 0.93
O -4.07 -1.18 -4.65 -0.53
O -5.54 0.43 -4.30 -0.58
H -2.37 0.30 -3.80 -0.05
H -3.28 1.73 -4.40 0.32
H -3.57 1.10 -2.73 0.19
C -3.84 -4.22 5.86 -0.82
N -3.90 -2.75 6.10 0.96
O -2.89 -2.09 5.82 -0.61
O -4.95 -2.30 6.57 -0.50
H -2.87 -4.47 5.45 0.27
H -4.00 -4.72 6.82 0.32
H -4.64 -4.46 5.15 0.41
C 2.67 3.61 -1.89 -0.62
N 3.42 3.16 -0.69 0.91
O 4.66 3.19 -0.76 -0.51
O 2.76 2.81 0.29 -0.60
H 3.37 3.90 -2.67 0.31
H 2.05 2.77 -2.22 0.10
H 2.05 4.46 -1.59 0.32
C -5.64 -3.72 1.86 -0.34
N -5.16 -5.08 2.23 0.93
O -4.83 -5.26 3.41 -0.62
O -5.13 -5.92 1.33 -0.56
H -5.62 -3.08 2.75 0.15
H -4.97 -3.33 1.09 0.08
H -6.66 -3.82 1.49 0.32
C -2.22 5.39 -4.27 -0.84
N -1.74 4.03 -3.90 0.85
O -1.42 3.85 -2.73 -0.38
O -1.71 3.19 -4.81 -0.55
H -2.20 6.03 -3.38 0.30
H -1.55 5.78 -5.04 0.32
H -3.24 5.29 -4.65 0.31
C -1.37 4.82 2.23 -0.62
N -1.58 4.78 0.76 0.84
O -0.57 4.72 0.05 -0.44
O -2.75 4.82 0.36 -0.51
H -0.30 4.78 2.44 0.28
H -1.80 5.75 2.60 0.32
H -1.88 3.95 2.65 0.15
C 7.43 3.02 1.56 -0.64
N 8.09 1.84 0.93 0.83
O 9.32 1.89 0.78 -0.52
O 7.36 0.90 0.62 -0.47
H 8.20 3.77 1.79 0.32
H 6.71 3.41 0.84 0.19
H 6.95 2.68 2.47 0.28
C -6.43 -0.04 8.24 -0.65
N -7.13 0.01 9.55 0.87
O -7.17 1.11 10.13 -0.52
O -7.62 -1.04 9.96 -0.52
H -6.06 0.96 8.00 0.30
H -5.61 -0.75 8.33 0.26
H -7.16 -0.36 7.49 0.26
C 9.85 -1.36 -4.88 -0.62
N 8.77 -2.24 -5.40 0.82
O 9.10 -3.38 -5.77 -0.53
O 7.63 -1.77 -5.43 -0.47
H 10.80 -1.90 -4.92 0.32
H 9.89 -0.47 -5.52 0.26
H 9.60 -1.10 -3.86 0.21
C -7.15 0.96 1.98 -0.83
N -6.79 -0.48 2.11 0.74
O -7.38 -1.28 1.36 -0.51
O -5.93 -0.77 2.95 -0.31
H -7.91 1.07 1.21 0.33
H -7.53 1.29 2.95 0.29
H -6.24 1.50 1.70 0.29
```

Results
Total charge ... 0
HOMO energy ... -9.10 eV
LUMO ... -0.76 eV
Calculated total energy ... -4865.36135 Ha

***

2.
Here is 15 unconnected molecules or ions with the total composition C19H53N14O31P in a non-equilibrium geometry from the Open Molecules 2025 dataset. Energies are from the ωB97M-V functional and the def2-TZVPD basis.

```
118
Properties=species:S:1:pos:R:3:mulliken_charge:R:1
C -3.91 2.52 -6.43 -0.78
O -3.33 2.25 -7.68 -0.42
C -1.94 2.48 -7.69 -0.29
P -1.11 1.31 -8.86 -0.12
C -1.12 -0.38 -8.07 -0.91
C -1.87 -0.50 -6.75 0.07
O -1.05 -0.35 -5.56 -0.34
C -0.01 0.51 -5.66 0.13
O 1.14 0.12 -5.78 -0.57
H -4.89 2.06 -6.41 0.35
H -3.35 2.09 -5.59 0.28
H -4.03 3.58 -6.24 0.39
H -1.55 2.48 -6.67 0.05
H -1.75 3.48 -8.08 0.45
H 0.24 1.70 -8.82 0.01
H -0.12 -0.78 -8.00 0.51
H -1.64 -1.02 -8.77 0.49
H -2.28 -1.51 -6.69 0.12
H -2.73 0.17 -6.75 0.15
H -0.19 1.59 -5.54 0.44
C 2.64 -1.44 -3.35 -0.67
N 3.77 -1.24 -2.40 1.02
O 4.52 -0.31 -2.60 -0.58
O 3.87 -2.02 -1.48 -0.57
H 2.68 -0.67 -4.11 0.38
H 2.75 -2.42 -3.78 0.29
H 1.72 -1.37 -2.78 0.16
C 0.84 -2.23 0.20 0.00
N -0.52 -1.97 -0.34 1.19
O -1.36 -1.56 0.44 -0.73
O -0.70 -2.18 -1.51 -0.59
H 0.84 -2.00 1.26 -0.01
H 1.06 -3.28 0.03 -0.06
H 1.54 -1.60 -0.34 0.08
C -3.78 -0.70 2.21 -0.46
N -3.69 -1.00 3.67 0.93
O -2.74 -1.65 4.05 -0.49
O -4.57 -0.57 4.38 -0.61
H -2.89 -1.11 1.74 0.09
H -4.69 -1.14 1.83 0.34
H -3.79 0.38 2.11 0.28
C 0.39 -7.11 -1.65 -0.74
N 0.92 -6.06 -0.74 0.82
O 1.47 -5.10 -1.25 -0.48
O 0.78 -6.23 0.45 -0.51
H 0.60 -6.82 -2.67 0.31
H 0.89 -8.04 -1.39 0.29
H -0.68 -7.19 -1.46 0.29
C -0.61 0.65 3.66 -0.54
N -0.55 1.93 2.91 1.05
O 0.52 2.51 2.87 -0.59
O -1.57 2.32 2.39 -0.59
H 0.36 0.43 4.06 0.39
H -1.35 0.76 4.45 0.27
H -0.92 -0.12 2.95 0.04
C 0.05 -3.23 5.71 -0.48
N 1.17 -2.67 4.92 0.84
O 2.15 -3.36 4.73 -0.56
O 1.04 -1.54 4.50 -0.38
H 0.31 -4.24 6.01 0.32
H -0.09 -2.58 6.58 0.05
H -0.84 -3.22 5.08 0.23
C 1.02 -0.01 9.77 -0.76
N 0.65 -0.89 8.63 0.87
O -0.52 -1.20 8.52 -0.55
O 1.54 -1.23 7.89 -0.48
H 0.13 0.21 10.34 0.31
H 1.75 -0.55 10.37 0.29
H 1.46 0.90 9.36 0.29
C 4.36 -1.26 3.54 -0.72
N 5.84 -1.17 3.46 0.94
O 6.49 -1.61 4.38 -0.52
O 6.31 -0.65 2.47 -0.56
H 4.09 -1.73 4.47 0.31
H 3.97 -0.24 3.50 0.28
H 4.02 -1.84 2.69 0.26
C -5.67 -3.33 -5.49 -0.79
N -4.68 -2.50 -6.24 0.93
O -3.62 -3.01 -6.52 -0.58
O -5.01 -1.37 -6.50 -0.49
H -5.24 -4.31 -5.33 0.31
H -5.88 -2.82 -4.55 0.30
H -6.56 -3.39 -6.11 0.30
C 2.84 2.72 -0.41 -0.59
N 1.47 2.32 -0.82 0.86
O 0.78 3.16 -1.36 -0.53
O 1.13 1.18 -0.58 -0.44
H 3.01 3.75 -0.68 0.20
H 2.91 2.59 0.67 0.26
H 3.54 2.06 -0.93 0.22
C 9.45 -2.57 4.57 -0.69
N 10.79 -2.90 5.12 0.88
O 11.44 -3.75 4.55 -0.53
O 11.14 -2.30 6.11 -0.53
H 9.27 -3.18 3.70 0.31
H 8.72 -2.77 5.35 0.28
H 9.45 -1.51 4.32 0.28
C -6.52 2.00 4.82 -0.62
N -7.89 2.36 4.34 0.88
O -8.65 2.89 5.12 -0.53
O -8.14 2.10 3.18 -0.54
H -6.44 2.30 5.86 0.32
H -6.41 0.93 4.71 0.25
H -5.81 2.54 4.21 0.25
C -3.85 5.40 -2.65 -0.73
N -4.10 4.81 -3.99 0.88
O -5.21 4.40 -4.23 -0.51
O -3.15 4.78 -4.76 -0.50
H -4.77 5.36 -2.08 0.30
H -3.07 4.81 -2.18 0.27
H -3.53 6.42 -2.80 0.28
C 2.44 7.19 -0.14 -0.72
N 3.77 6.84 0.43 0.89
O 4.40 5.95 -0.09 -0.52
O 4.13 7.49 1.39 -0.53
H 2.26 6.53 -0.99 0.30
H 1.70 7.04 0.64 0.28
H 2.48 8.23 -0.45 0.30
```

Results
Total charge ... 0
HOMO energy ... -8.39 eV
LUMO ... -0.44 eV
Calculated total energy ... -4194.71858 Ha

***

3.
Here is 8 unconnected molecules or ions with the total composition C19H55NO8 from the Open Molecules 2025 dataset. Energies are from the ωB97M-V functional and the def2-TZVPD basis.

```
83
Properties=species:S:1:pos:R:3:mulliken_charge:R:1
C -1.54 -5.66 2.52 -0.70
O -2.70 -5.06 2.02 -0.40
C -2.56 -3.67 1.86 0.37
C -3.88 -3.07 1.39 0.46
C -4.21 -3.49 -0.02 -1.30
N -3.85 -1.60 1.48 -0.64
H -1.71 -6.73 2.63 0.27
H -1.29 -5.27 3.52 0.28
H -0.68 -5.49 1.86 0.26
H -2.26 -3.23 2.82 0.15
H -1.79 -3.42 1.11 -0.36
H -4.65 -3.42 2.08 0.32
H -4.28 -4.58 -0.07 0.38
H -3.47 -3.14 -0.74 0.10
H -5.18 -3.09 -0.31 0.37
H -3.14 -1.25 0.84 0.26
H -3.52 -1.31 2.40 0.26
C -0.60 -1.91 -3.06 -1.13
C 0.31 -2.95 -2.44 1.17
C -0.48 -4.05 -1.80 -1.02
O 1.19 -3.53 -3.41 -0.61
H -0.05 -1.11 -3.57 0.34
H -1.26 -1.46 -2.31 0.15
H -1.24 -2.34 -3.83 0.38
H 0.91 -2.47 -1.65 -0.21
H -1.27 -4.42 -2.46 0.35
H -0.99 -3.71 -0.89 -0.06
H 0.10 -4.91 -1.45 0.39
H 1.70 -2.82 -3.81 0.33
C 3.50 0.06 0.86 -1.13
C 4.04 -0.60 -0.41 0.91
C 5.29 0.12 -0.87 -1.50
O 4.46 -1.94 -0.11 -0.59
H 2.91 -0.61 1.50 0.44
H 2.91 0.96 0.70 0.14
H 4.36 0.35 1.46 0.37
H 3.27 -0.59 -1.19 0.01
H 6.04 0.08 -0.08 0.38
H 5.10 1.15 -1.19 0.29
H 5.76 -0.34 -1.74 0.39
H 3.69 -2.41 0.24 0.33
C 2.29 2.59 -2.02 -0.70
C 1.92 4.05 -2.19 1.09
C 3.12 4.95 -1.93 -1.46
O 1.42 4.20 -3.51 -0.59
H 1.41 1.94 -2.09 -0.07
H 2.71 2.36 -1.04 -0.06
H 2.99 2.24 -2.78 0.46
H 1.16 4.24 -1.41 -0.25
H 3.54 4.71 -0.94 0.32
H 2.86 6.01 -1.94 0.44
H 3.90 4.75 -2.67 0.36
H 1.22 5.13 -3.68 0.36
C -3.22 3.36 -2.25 -1.48
C -1.78 3.24 -1.73 1.01
C -1.61 3.59 -0.27 -1.48
O -1.31 1.91 -1.97 -0.54
H -3.78 2.48 -1.93 0.30
H -3.22 3.42 -3.34 0.38
H -3.71 4.26 -1.89 0.38
H -1.17 3.95 -2.31 0.16
H -1.86 4.65 -0.14 0.42
H -0.57 3.42 0.02 0.23
H -2.26 3.01 0.38 0.44
H -0.96 1.83 -2.86 0.21
C -0.39 0.00 0.56 -0.59
O -1.67 -0.09 -0.02 -0.29
H 0.38 0.12 -0.21 0.14
H -0.30 0.82 1.29 0.22
H -0.17 -0.93 1.08 0.35
H -1.77 0.70 -0.58 0.08
C -1.88 0.60 4.69 -0.57
O -2.74 -0.41 4.16 -0.51
H -0.85 0.46 4.36 0.18
H -2.24 1.56 4.31 0.26
H -1.90 0.62 5.78 0.32
H -2.39 -1.25 4.49 0.24
C 2.19 2.06 3.42 -0.39
O 3.04 3.17 3.12 -0.52
H 1.91 2.06 4.48 0.37
H 1.28 2.07 2.81 0.11
H 2.74 1.14 3.24 0.17
H 2.72 3.91 3.63 0.29
```

Results
SMILES ... COC[C@H](C)N.CC(C)O.CC(C)O.CC(C)O.CC(C)O.CO.CO.CO
Relative energy (zero: lowest compared OMol25 entry of this formula, charge and spin) ... 98.4 kJ/mol
Total charge ... 0
HOMO energy ... -8.62 eV
LUMO ... 0.32 eV
Calculated total energy ... -1413.49548 Ha

***

4.
Here is 7 unconnected molecules or ions with the total composition C19H56Cl2O24P6 in a non-equilibrium geometry from the Open Molecules 2025 dataset. Energies are from the ωB97M-V functional and the def2-TZVPD basis.

```
107
Properties=species:S:1:pos:R:3:mulliken_charge:R:1
C 3.16 1.40 -2.11 -0.50
O 2.26 1.27 -3.20 -0.34
P 0.80 0.69 -2.94 0.28
O 0.03 1.39 -1.89 -0.33
O 0.16 0.66 -4.40 -0.27
C -0.19 1.92 -5.00 -0.73
O 0.99 -0.84 -2.61 0.31
C 1.69 -1.74 -3.47 -0.91
H 2.72 1.09 -1.16 0.08
H 3.47 2.44 -1.97 0.37
H 4.04 0.79 -2.26 0.28
H 0.25 2.01 -5.99 0.25
H 0.20 2.80 -4.49 0.34
H -1.27 1.91 -5.09 0.24
H 1.02 -2.58 -3.67 0.29
H 2.53 -2.16 -2.91 0.26
H 2.06 -1.28 -4.38 0.33
C -2.59 -1.45 4.70 -0.58
O -1.77 -0.42 5.27 -0.40
P -1.41 0.84 4.35 0.34
O -0.60 0.55 3.16 0.55
O -2.80 1.55 4.03 -0.19
C -3.78 1.75 5.04 -0.88
O -0.77 1.81 5.44 -0.41
C -0.12 2.98 4.95 -0.39
H -3.48 -1.56 5.33 0.33
H -2.02 -2.36 4.55 0.06
H -2.97 -1.12 3.73 0.33
H -3.83 2.83 5.21 0.27
H -3.52 1.33 6.01 0.38
H -4.75 1.39 4.71 0.28
H 0.97 2.93 5.04 0.29
H -0.37 3.82 5.60 0.30
H -0.35 3.21 3.92 -0.04
C -0.72 3.02 0.77 -0.72
O -1.21 4.13 1.56 -0.01
P -1.79 5.42 0.83 0.85
O -0.85 6.17 0.00 -0.74
O -3.13 4.84 0.14 -0.31
C -4.24 4.47 0.96 -0.69
O -2.34 6.29 2.06 -0.29
C -2.98 7.54 1.84 -0.78
H 0.26 2.77 1.19 0.09
H -0.74 3.30 -0.28 0.76
H -1.37 2.18 0.99 0.03
H -4.11 4.58 2.04 0.29
H -4.46 3.46 0.63 0.29
H -5.10 5.12 0.78 0.29
H -2.32 8.29 2.27 0.28
H -3.98 7.56 2.26 0.26
H -3.06 7.79 0.78 0.35
C 6.50 1.86 0.50 -0.46
O 6.27 0.78 1.40 -0.41
P 4.90 -0.05 1.30 1.16
O 4.62 -0.70 0.00 -0.67
O 5.06 -1.07 2.52 -0.26
C 6.09 -2.06 2.53 -0.78
O 3.81 0.98 1.85 -0.39
C 2.48 0.51 2.11 0.35
H 6.65 2.77 1.09 0.27
H 5.66 2.05 -0.17 0.07
H 7.38 1.69 -0.11 0.27
H 5.94 -2.64 3.43 0.23
H 7.07 -1.58 2.45 0.31
H 6.02 -2.70 1.65 0.35
H 2.32 -0.55 2.30 -0.04
H 1.77 0.75 1.31 -0.13
H 2.20 1.02 3.03 0.15
C -2.31 -1.25 -4.38 -0.63
O -2.05 -1.09 -5.78 -0.02
P -3.20 -0.69 -6.81 0.86
O -4.24 0.18 -6.24 -0.71
O -3.71 -2.09 -7.37 -0.36
C -2.74 -3.07 -7.75 -0.70
O -2.39 -0.08 -8.05 -0.23
C -3.03 0.10 -9.31 -0.72
H -1.92 -2.23 -4.11 0.28
H -3.39 -1.28 -4.26 0.48
H -1.89 -0.50 -3.71 0.05
H -2.89 -3.32 -8.80 0.30
H -2.83 -3.98 -7.17 0.29
H -1.72 -2.71 -7.64 0.29
H -2.55 0.89 -9.87 0.23
H -4.09 0.33 -9.19 0.35
H -2.97 -0.85 -9.85 0.23
C -0.63 -3.94 2.86 0.03
O 0.09 -4.52 3.93 -0.22
P 1.20 -5.63 3.65 0.81
O 1.78 -6.20 4.87 -0.75
O 2.28 -4.89 2.75 -0.20
C 3.11 -3.91 3.38 -0.36
O 0.54 -6.64 2.62 -0.31
C 1.28 -7.70 2.05 -0.69
H -0.07 -3.93 1.93 0.33
H -0.91 -2.91 3.09 -0.46
H -1.59 -4.43 2.66 0.41
H 3.24 -3.08 2.68 0.00
H 4.10 -4.32 3.56 0.19
H 2.65 -3.50 4.28 0.38
H 1.13 -7.71 0.97 0.27
H 0.96 -8.69 2.40 0.27
H 2.33 -7.66 2.32 0.30
Cl -2.25 -1.58 -0.99 -0.22
C -1.23 -0.77 0.22 1.17
Cl 0.29 -1.66 0.39 -0.17
H -1.02 0.26 -0.05 -0.69
H -1.73 -0.75 1.19 -0.20
```

Results
SMILES ... COP(=O)(OC)OC.COP(=O)(OC)OC.COP(=O)(OC)OC.COP(=O)(OC)OC.COP(=O)(OC)OC.COP(=O)(OC)OC.ClCCl
Relative energy (zero: lowest compared OMol25 entry of this formula, charge and spin) ... 0.0 kJ/mol
Total charge ... 0
HOMO energy ... -10.31 eV
LUMO ... 0.45 eV
Calculated total energy ... -5532.34243 Ha

***

| no. | Kohn-Sham gap (eV) |
| --- | --- |
| 1 | 8.35 |
| 2 | 7.95 |
| 3 | 8.94 |
| 4 | 10.76 |